Entry from the OMol25 dataset: 7 unconnected molecules or ions with the total composition C18H53N3O7 (ωB97M-V/def2-TZVPD).

```
81
Properties=species:S:1:pos:R:3:forces:R:3
O 0.29793 -0.29834 0.96357 -0.3753 0.2625 -0.3109
H -0.51464 0.12244 0.62491 0.1343 -0.0474 0.1204
H 0.13148 -1.25065 0.91495 0.2920 -0.0856 0.1952
C 2.61527 -3.55753 3.61284 0.9493 -1.1865 -0.5752
C 2.30780 -2.94710 2.26321 -1.0660 2.5131 1.5315
O 0.87224 -2.88267 2.04211 0.5107 -1.2073 -0.7454
H 2.22905 -4.58102 3.59701 -0.1699 0.0718 0.2833
H 2.29895 -3.04360 4.51626 -0.3252 0.2765 -0.2688
H 3.70316 -3.68304 3.66342 -0.0198 0.1275 0.2106
H 2.95282 -3.36457 1.49528 -0.8340 -0.4107 -0.4688
H 2.49939 -1.86616 2.30172 1.0803 -0.1951 -0.0203
H 0.53826 -2.38133 2.79993 -0.3330 -0.0223 0.2122
C -3.43867 -0.43002 -2.03224 -0.4914 -1.0422 -0.1865
C -2.51945 -0.74225 -0.85011 -1.2102 0.5951 -1.3496
O -2.29755 0.49188 -0.15719 0.7892 -0.5047 0.4328
H -3.81207 -1.37087 -2.45894 0.3204 0.0521 -0.1461
H -2.90912 0.11354 -2.81123 -0.0800 0.1605 0.0400
H -4.36249 0.08291 -1.75830 0.2401 0.3250 0.2402
H -1.60216 -1.12203 -1.30433 0.2580 0.2465 0.5576
H -2.97900 -1.53024 -0.24732 0.2425 0.1956 0.3683
H -3.07681 0.69674 0.36833 -0.0465 -0.0154 0.0140
C 2.02329 2.73629 1.96586 -0.2215 0.3380 -0.0897
C 1.36378 1.94325 3.08823 -0.3733 0.1652 -1.5935
O 1.89966 0.63314 3.08138 0.6276 -0.0870 1.4317
H 3.07432 2.90798 2.19906 0.0233 -0.0717 -0.0104
H 1.55506 3.71231 1.80673 -0.0292 -0.0455 0.1052
H 1.96296 2.19154 1.02167 -0.0170 -0.0482 0.0048
H 0.27972 1.85304 2.93429 -0.0030 0.2792 -0.1264
H 1.48509 2.51979 4.00604 0.4026 -0.7988 0.4187
H 1.85323 0.25947 2.19284 -0.3625 0.3744 -0.1270
C -2.81719 -1.77634 4.52202 0.1693 -0.0797 1.5012
C -2.04535 -0.76869 3.67774 -1.2801 -0.0912 -0.8091
C -2.47864 0.68486 3.79123 0.5572 0.4742 0.9427
O -3.88788 0.85201 3.72497 0.5755 0.3210 0.0775
C -4.41954 1.21624 4.97182 -0.4689 -0.3661 1.0833
N -0.62342 -0.93975 3.85532 0.6811 -0.0752 -0.1867
H -3.89024 -1.65090 4.67473 -0.0812 0.2689 -0.9346
H -2.50672 -1.76236 5.57718 0.5381 0.0299 -0.1511
H -2.60541 -2.77858 4.15331 -0.0965 -0.0122 -0.0150
H -2.36097 -1.02352 2.65727 0.6331 -0.1778 -0.2109
H -1.95110 1.30189 3.05510 -0.3845 -0.2340 -0.5027
H -2.06390 1.10530 4.72020 -0.3459 -0.1275 0.2646
H -4.02315 0.62368 5.80801 0.1292 -0.3478 -0.2936
H -5.49139 1.02100 4.97051 -0.0332 0.2040 -0.2335
H -4.23150 2.23964 5.31634 0.0200 0.2547 -0.6812
H -0.31300 -0.58687 4.75566 -0.1749 -0.1523 0.0986
H -0.05781 -0.43072 3.17630 -0.3378 0.0433 -0.0307
C 1.13504 -2.39092 -5.07194 0.6782 -1.0080 0.2324
C 1.41305 -1.51721 -3.85004 -1.1975 -0.3525 -0.0773
C 1.41736 -2.28541 -2.53860 0.2068 -0.1745 0.7797
O 0.20662 -2.98167 -2.27039 0.2298 -0.2128 -1.1001
C 0.12850 -3.33127 -0.91040 -0.2217 0.7496 0.0143
N 2.69922 -0.87156 -3.99359 0.3362 0.7918 0.0285
H 1.34240 -1.89452 -6.02050 -0.2580 0.3118 0.0934
H 0.15344 -2.86259 -5.08674 -0.1867 0.4205 0.0996
H 1.82566 -3.24227 -5.05589 0.1341 0.0777 0.0424
H 0.57101 -0.81954 -3.75203 0.0816 0.2376 -0.1311
H 1.57213 -1.61397 -1.68293 0.0855 0.5165 -0.2566
H 2.27937 -2.96178 -2.48159 -0.0486 -0.2570 -0.3247
H 1.12432 -3.48686 -0.48985 -0.1719 -0.2927 0.1239
H -0.52674 -4.19040 -0.77853 0.1668 -0.0818 -0.0603
H -0.32792 -2.46616 -0.41431 0.1149 -0.3669 0.3941
H 2.78657 -0.14695 -3.28181 0.0076 -0.2551 0.1780
H 2.69668 -0.31709 -4.84584 0.0388 -0.2992 -0.1692
C 1.48099 4.75437 -5.06509 0.6847 -0.0108 0.2562
C 0.95308 3.93239 -3.90968 -0.0757 -0.0033 0.8586
C 1.52328 2.50224 -3.95863 -1.7954 -0.4161 -0.2405
O 1.28134 1.75562 -2.77300 1.0319 0.3317 0.5030
C -0.03901 1.52200 -2.42166 -1.4292 -0.5253 0.4323
N 1.27755 4.57056 -2.62439 1.1180 -0.6613 0.8715
H 1.26904 5.82093 -5.01068 -0.4569 -0.1015 0.2085
H 1.13471 4.36711 -6.02216 0.1932 -0.0378 -0.0594
H 2.57251 4.70078 -4.97647 0.0284 -0.0653 -0.5040
H -0.13933 3.89547 -3.94376 0.0222 -0.1272 -0.1336
H 2.59667 2.48046 -4.13563 0.0378 0.0642 0.0255
H 0.96771 1.96363 -4.74088 0.4664 0.0512 -0.4519
H -0.10441 1.02291 -1.45249 0.6105 0.0185 0.0070
H -0.55904 0.82398 -3.09565 0.1429 0.2839 -0.3428
H -0.68341 2.40042 -2.28421 0.3029 0.2210 -0.3452
H 2.27866 4.39825 -2.44548 0.1305 0.8257 -0.7169
H 1.02866 3.92927 -1.86290 -1.0215 0.2010 -0.3018
```
Forces are in eV/Å.

Values from the calculation:
DFT total energy = -1408.43802 a.u.
SMILES string = COC[C@H](C)N.COC[C@H](C)N.COC[C@H](C)N.CCO.CCO.CCO.O
LUMO energy = 0.60 eV
relative energy (zero: lowest compared OMol25 entry of this formula, charge and spin) = 1.275 eV
Kohn-Sham gap = 9.921 eV


Entry from the OMol25 dataset: 9 unconnected molecules or ions with the total composition C18H54O18 (ωB97M-V/def2-TZVPD).

```
90
Properties=species:S:1:pos:R:3:forces:R:3
C 3.20629 -3.58404 -1.42023 -4.2771 2.7544 1.4890
C 2.76829 -3.21904 0.03677 -0.4014 -0.3588 1.2678
O 1.82329 -4.29704 0.44377 0.7815 0.9403 -0.7059
O 1.99129 -3.40304 -2.16723 9.9244 2.3508 -7.6670
H 3.64829 -4.51204 -1.59623 0.5032 -1.7973 0.3272
H 3.82529 -2.82404 -1.77723 1.3554 1.2021 -0.4548
H 2.27129 -2.10104 0.31277 1.4587 -3.0772 -1.5009
H 3.67929 -3.35404 0.62777 -0.1261 0.3925 0.4310
H 1.52929 -4.16404 1.35877 0.2975 0.5756 -0.1625
H 1.33229 -3.58704 -1.71423 -9.4878 -2.9550 6.8545
C -2.25471 4.37296 1.26577 1.5535 2.1390 -1.8600
C -1.79371 3.42796 2.28277 -0.7842 1.8756 1.9457
O -0.94871 4.13496 3.21077 -3.8267 -4.0237 3.1215
O -3.29671 3.93196 0.48777 -2.2435 -0.4486 -0.9219
H -1.45471 4.46196 0.44877 -0.0312 0.8260 1.7414
H -2.52171 5.32596 1.80377 0.4949 -0.5209 -0.6412
H -1.19471 2.72396 1.89577 1.8181 -3.0010 -1.7273
H -2.66371 2.94396 2.74177 0.3253 0.3194 0.5911
H -0.44371 4.74596 2.81977 2.8642 3.4865 -2.6985
H -3.40271 4.59496 -0.22023 -0.1355 -0.7163 0.4592
C 3.33029 2.56396 -1.01423 2.0526 -0.9390 0.1312
C 3.44429 2.87096 0.48677 1.6806 -3.3361 0.6879
O 3.83829 4.14396 0.62377 4.2132 4.1195 0.3279
O 2.82729 1.32296 -1.17423 6.0526 -4.2105 0.7495
H 4.39229 2.61196 -1.64223 -2.7203 0.4901 1.6681
H 2.49429 3.03096 -1.40823 -0.6396 3.3893 -0.9932
H 4.29729 2.27496 1.05777 -1.9447 -0.0319 -1.4066
H 2.48029 2.62496 1.03277 0.8938 0.5993 -0.7566
H 4.90229 4.19296 0.48677 -4.1178 -0.1345 0.4723
H 1.96629 1.19596 -1.32023 -5.4415 -0.0067 -0.8033
C 0.12729 0.08596 1.05877 -3.3602 -0.5506 -0.7983
C -0.69271 0.35896 -0.24423 -0.8580 2.8443 2.5970
O 0.08929 1.15896 -1.14823 1.5042 -1.7204 2.3942
O -0.58271 -0.95004 1.75577 1.0661 -0.6567 -0.3184
H 0.20729 0.87896 1.77477 0.5942 0.9336 -0.2366
H 0.98529 -0.28004 0.62277 2.6065 -0.9391 0.1260
H -1.48871 1.15196 0.15677 0.5133 -2.2474 -1.2003
H -1.05471 -0.65904 -0.56423 0.1805 1.2753 -0.2338
H -0.48071 1.29096 -1.86023 -1.7228 0.7139 -2.4078
H -1.47971 -0.66904 1.97977 -0.0815 0.3445 -0.0615
C -1.42971 -5.27604 -0.56423 0.9019 -3.2124 0.3381
C -1.47371 -3.92804 0.06977 -1.4329 1.7547 3.9339
O -2.03771 -3.07304 -0.84623 -0.8954 2.2692 -2.7816
O -1.13571 -6.45504 0.27577 -2.5703 0.2923 -1.4569
H -0.51071 -5.27404 -1.13823 -0.3468 0.3448 -1.3296
H -2.36171 -5.66804 -1.11123 1.4031 1.4466 0.5839
H -0.47971 -3.41604 0.48477 -1.8839 -1.6967 -1.0723
H -2.29071 -3.75104 0.87477 1.9105 -1.5957 0.1273
H -2.99571 -2.99504 -0.69123 0.8451 -0.1544 -0.2199
H -0.50971 -6.21604 0.90077 2.0176 0.6975 1.8495
C 2.40429 -0.96104 4.28577 -2.1713 2.1242 -2.2809
C 2.45729 -1.96404 3.09777 -1.4318 0.2293 2.1988
O 1.28029 -2.57404 2.72377 -1.6604 -1.5329 0.0826
O 3.66529 -0.64404 4.65277 1.9813 1.0383 0.9859
H 1.63029 -1.18504 5.04377 0.6319 -0.2642 0.1272
H 2.26729 0.11896 3.95477 -1.9483 -1.4000 -0.5543
H 3.05629 -2.82904 3.31177 1.1477 0.0419 0.3522
H 2.79229 -1.38904 2.31777 1.5816 1.1458 -2.0880
H 0.48529 -2.03304 2.59177 0.2872 0.6918 -0.1907
H 4.01329 -1.38204 5.06677 1.7625 -2.2074 1.4563
C -2.43971 0.18296 -3.36223 -4.0369 5.3659 -0.7070
C -3.64971 0.70896 -4.38723 3.4373 -0.8535 1.0129
O -4.61571 -0.24904 -4.27923 -2.3743 0.1846 0.3416
O -1.93271 1.48396 -2.88723 -2.9119 -11.7821 11.3081
H -1.89371 -0.50604 -3.83623 3.5763 -1.6751 -2.3002
H -2.84571 -0.45904 -2.60123 -0.6445 0.8631 1.1071
H -3.14971 0.77696 -5.50923 -1.5265 0.5044 2.7460
H -4.02471 1.63196 -3.81823 0.5177 -0.9733 -1.7049
H -4.52171 -0.98404 -4.85023 0.3929 -0.8972 -0.9810
H -1.74371 2.01896 -3.45523 3.5549 9.2218 -10.9387
C 1.38029 2.74996 -4.60323 -1.1389 3.2982 0.3995
C 2.01329 4.15596 -4.60723 0.1063 -0.8079 -3.3597
O 3.36929 3.95996 -4.54723 4.4788 1.4770 1.4155
O -0.03271 2.87696 -4.63023 -0.5393 -0.1232 -0.8521
H 1.50529 2.38196 -3.67223 1.2441 -1.3672 3.1614
H 1.76229 2.05996 -5.26123 0.8792 -1.2991 -1.9957
H 1.59029 4.66296 -3.79423 -0.6194 1.2011 1.0709
H 1.94829 4.65996 -5.61023 -1.4795 -0.0603 0.8898
H 3.96729 4.80896 -4.43623 -2.3890 -2.4658 -0.3095
H -0.26871 2.64796 -5.52423 -0.6084 0.1358 -0.4353
C -3.20071 -0.66504 3.92177 6.4732 -2.8524 1.7582
C -2.85971 -2.18404 3.83377 0.6060 2.3452 1.3114
O -3.34571 -2.90104 4.89877 0.8523 0.3795 2.6362
O -2.85371 -0.20304 2.69577 -4.2121 4.2687 -3.7871
H -2.50871 -0.29804 4.70277 -0.3816 0.6731 -0.1101
H -4.12871 -0.51704 4.18377 -5.0424 0.7164 1.3191
H -1.80871 -2.31504 3.54877 -0.1726 -0.2060 0.2214
H -3.50471 -2.35604 3.09977 -2.0432 -1.8838 -3.8413
H -3.00571 -2.39704 5.68277 -0.5769 -1.1706 -0.5350
H -3.73071 0.34096 2.30177 3.9147 -2.1303 1.2712
```
Forces are in eV/Å.

Values from the calculation:
DFT total energy = -2071.93607 a.u.
SMILES string = OCCO.OCCO.OCCO.OCCO.OCCO.OCCO.OCCO.OCCO.OCCO
LUMO energy = 0.08 eV
relative energy (zero: lowest compared OMol25 entry of this formula, charge and spin) = 12.699 eV
Kohn-Sham gap = 9.191 eV


> Which value of Kohn-Sham gap does entry 1 give?

9.921 eV


> Which of these has the lowest DFT total energy?

C18H54O18


> What is the relative energy (zero: lowest compared OMol25 entry of this formula, charge and spin) in the first record?

1.275 eV